29
Properties=species:S:1:pos:R:3:mulliken_spin:R:1 method="wB97M-V/def2-TZVPD" energy_ha=-1634.94525 orbital_gap_ha="0.313 / 0.134" homo_energy_ev="-15.696 / -15.400" multiplicity=3 charge=+2
Ca -0.6489 2.8736 -0.9035 -0.004
Pt -2.8506 3.2906 2.2350 0.931
C 1.1516 3.8875 3.0777 -0.002
C 0.5565 3.6285 1.6475 -0.004
O 1.3012 3.4792 0.6353 0.005
O -0.6963 3.4097 1.4823 0.048
H 1.5958 2.9276 3.3410 0.000
H 0.4706 4.2554 3.8451 0.000
H 1.9455 4.6329 3.1238 0.000
C -2.6493 -1.0167 0.4635 0.002
C -2.0701 0.3823 0.2430 -0.002
O -2.5436 1.3722 0.9172 0.026
O -1.1547 0.6188 -0.5106 0.000
H -3.5013 -0.9023 1.1336 0.000
H -1.9217 -1.6221 1.0040 0.000
H -2.8955 -1.5608 -0.4484 0.000
C 1.9912 -1.5528 -0.5323 0.000
C 0.7241 -2.1565 -1.1540 0.008
C 0.4406 -1.7582 -2.5909 0.003
O 0.2790 -3.0225 -3.1947 0.033
C 0.8228 -3.9843 -2.4580 -0.018
O 1.1080 -5.1714 -2.7694 0.939
O 0.9445 -3.5754 -1.3214 0.023
H 1.9096 -0.5280 -0.1700 0.001
H 2.8700 -1.4465 -1.1683 0.000
H 2.2110 -2.2037 0.3139 0.000
H -0.1435 -2.0842 -0.4981 0.003
H 1.1675 -1.0826 -3.0417 0.000
H -0.4136 -1.0902 -2.7018 0.007

=====

53
Properties=species:S:1:pos:R:3:mulliken_spin:R:1 method="wB97M-V/def2-TZVPD" energy_ha=-9470.29232 orbital_gap_ha="0.281 / 0.282" e_above_lowest_kj_mol=109.14 homo_energy_ev="-10.270 / -10.270" multiplicity=4
V -3.8685 3.7835 40.1245 3.005
P -5.5940 5.3051 38.1424 -0.009
F -6.6410 4.1686 37.7811 0.000
F -6.8036 6.3614 38.1609 0.000
F -5.7178 4.9042 39.7366 -0.003
F -4.5303 6.4248 38.6197 0.001
F -4.3943 4.1648 38.0713 0.008
F -5.3370 5.6334 36.5940 0.000
C -4.6858 1.0056 42.9881 0.011
F -4.6358 -0.0834 42.2688 0.000
F -5.3768 0.7697 44.0805 0.000
F -3.4651 1.4223 43.2277 0.002
S -5.6340 2.3851 42.0796 -0.032
O -7.0242 2.3666 42.4297 -0.003
O -4.9133 3.6336 42.2942 0.020
N -5.1746 2.1570 40.4134 -0.015
S -6.3824 1.3142 39.8034 0.018
O -6.7125 0.1804 40.6444 -0.003
O -7.4603 2.1627 39.3831 0.001
C -5.5547 0.5624 38.2704 0.000
F -4.6070 -0.2900 38.6980 0.000
F -6.4006 -0.1580 37.5538 0.000
F -5.0027 1.5190 37.5315 0.003
C -8.1311 0.3345 45.8086 0.000
Cl -9.6105 -0.3480 46.4474 0.000
Cl -6.9940 0.7709 47.1047 0.000
H -7.7140 -0.3132 45.0419 0.000
H -8.3466 1.2591 45.2761 0.000
C 0.1929 -0.4800 43.2156 0.000
Cl -0.7243 0.9188 42.5634 0.000
Cl 0.9285 -1.4313 41.9168 0.000
H 0.9461 -0.0143 43.8371 0.000
H -0.4959 -1.1071 43.7652 0.000
C -5.4739 1.8244 33.8575 0.000
Cl -6.7131 0.6799 33.3613 0.000
Cl -6.1451 3.2236 34.7319 0.000
H -4.7428 1.3750 34.5194 0.000
H -4.9760 2.2650 33.0013 0.000
C -10.1648 2.7217 37.4019 0.000
Cl -9.0263 1.7793 36.4254 0.000
Cl -9.7804 4.4512 37.2676 0.000
H -11.1889 2.5259 37.1076 0.000
H -10.0214 2.4524 38.4433 0.000
C -5.2836 -3.4075 37.4828 0.000
Cl -6.2814 -3.3123 38.9267 0.000
Cl -4.8359 -5.0632 37.1156 0.000
H -5.9135 -3.0536 36.6716 0.000
H -4.4241 -2.7543 37.5804 0.000
C -8.6986 5.0375 42.6283 0.000
Cl -8.6552 6.7555 43.0980 0.000
Cl -8.8963 4.8813 40.8679 0.000
H -7.8204 4.4914 42.9529 0.000
H -9.5654 4.5825 43.0959 0.000

=====

32
Properties=species:S:1:pos:R:3:nbo_charge:R:1 method="wB97M-V/def2-TZVPD" energy_ha=-2124.33436 orbital_gap_ha=0.302 e_above_lowest_kj_mol=136.14 homo_energy_ev=-8.310 multiplicity=1
K -0.3710 0.2400 0.0037 0.987
Cl -3.2641 0.0475 -3.0177 2.561
O -2.0687 -0.4627 -2.3656 -0.960
O -3.5293 -0.7155 -4.1732 -0.839
O -4.2988 0.0086 -1.9848 -0.875
O -3.0772 1.4084 -3.4252 -0.881
C 3.1908 6.3555 -1.6202 -0.623
C 1.9057 5.4625 -1.8340 0.081
C 1.9061 4.4396 -3.0232 -0.107
O 1.7133 3.1539 -2.3986 -0.462
C 1.5882 3.2795 -1.1204 1.001
O 1.3591 2.4715 -0.2563 -0.659
O 1.8660 4.5591 -0.7850 -0.501
H 3.0985 7.1029 -0.8321 0.232
H 3.3004 6.8761 -2.5716 0.210
H 4.0817 5.7409 -1.4912 0.218
H 1.0437 6.1281 -1.7899 0.185
H 2.9182 4.4534 -3.4278 0.206
H 1.0479 4.7460 -3.6212 0.222
C -1.6093 -6.6430 2.7834 -0.618
C -1.4450 -5.1175 3.1748 0.073
C -0.3107 -4.6146 3.9404 -0.102
O 0.0050 -3.3625 3.5026 -0.463
C -0.4764 -3.2758 2.2335 0.992
O -0.1802 -2.3490 1.4316 -0.654
O -1.2122 -4.3709 1.9693 -0.472
H -1.9576 -7.2378 3.6277 0.225
H -0.6254 -7.0245 2.5103 0.221
H -2.3668 -6.6876 2.0009 0.245
H -2.2620 -4.6721 3.7424 0.183
H 0.4998 -5.3296 3.7984 0.171
H -0.4693 -4.6107 5.0188 0.203

=====

25
Properties=species:S:1:pos:R:3:nbo_charge:R:1 method="wB97M-V/def2-TZVPD" smiles="CCOC(=O)[C@H](C)C(Cl)=C=N.C=S" energy_ha=-1375.52318 orbital_gap_ha=0.291 e_above_lowest_kj_mol=222.04 homo_energy_ev=-8.712 multiplicity=1
C 3.0138 -0.9863 -1.0064 -0.620
C 2.2333 0.3064 -1.2644 -0.085
O 0.9273 0.1325 -0.7855 -0.515
C -0.0931 0.5637 -1.5714 0.814
O -0.0282 0.8025 -2.7523 -0.567
C -1.3352 0.2870 -0.7677 -0.342
C -2.5601 -0.0195 -1.6218 -0.585
C -1.5846 1.4601 0.1250 -0.201
Cl -3.2159 2.0805 0.4547 0.009
C -0.5995 2.1070 0.6738 0.403
N 0.3788 2.7465 1.0060 -0.601
H 2.8506 -1.2936 -0.0154 0.213
H 2.8253 -1.7148 -1.8256 0.213
H 4.0857 -0.7899 -0.9959 0.210
H 2.3154 0.5018 -2.3487 0.205
H 2.7410 1.0402 -0.7424 0.177
H -1.1129 -0.5726 -0.1781 0.233
H -2.4332 -0.9517 -2.0035 0.214
H -2.6355 0.7736 -2.2706 0.225
H -3.4878 -0.2344 -1.0060 0.222
H 0.9252 2.3556 1.7890 0.379
C -0.6408 2.3088 4.5696 -0.480
S -1.3858 1.0282 3.8075 0.053
H 0.4002 2.2574 4.8802 0.204
H -1.3447 3.2304 4.5611 0.222

=====

23
Properties=species:S:1:pos:R:3:nbo_charge:R:1 method="wB97M-V/def2-TZVPD" energy_ha=-1116.35499 orbital_gap_ha="0.337 / 0.222" e_above_lowest_kj_mol=459.65 homo_energy_ev="-9.268 / -6.199" multiplicity=1
C 1.8457 -1.2375 -2.3412 -0.209
C 2.4839 -0.3826 -1.4894 -0.219
C 0.6397 -1.8267 -2.0214 -0.198
C 1.8372 0.0468 -0.3749 -0.193
C -0.0555 -1.5042 -0.8751 -0.211
C 0.6330 -0.6601 0.0659 -0.513
C -1.0609 3.1425 0.1626 -0.480
C -1.6126 -1.5348 2.3556 -1.121
N -2.1438 2.3202 0.4880 -0.498
Si -0.2664 -0.3530 1.6641 1.278
Cl 0.8856 0.2875 3.0922 -0.356
H 2.3435 -1.5662 -3.2629 0.212
H 3.4323 -0.0319 -1.7564 0.216
H 0.2339 -2.5277 -2.6836 0.207
H 2.2760 0.7321 0.4219 0.220
H -0.9830 -1.9497 -0.5877 0.210
H -0.0672 2.9427 0.5750 0.217
H -0.8481 3.3276 -0.9460 0.166
H -1.4564 4.3092 0.3753 0.201
H -1.5138 -1.3626 3.4443 0.254
H -2.7259 -1.5423 2.0701 0.266
H -1.3141 -2.5042 1.9695 0.236
H -2.5630 1.8748 -0.3458 0.313

=====

23
Properties=species:S:1:pos:R:3:nbo_charge:R:1 method="wB97M-V/def2-TZVPD" energy_ha=-562.33058 orbital_gap_ha=0.253 e_above_lowest_kj_mol=141.18 homo_energy_ev=-3.156 multiplicity=1 charge=-1
C 3.6977 0.1517 0.3612 0.963
C 1.6192 -0.5764 0.0395 0.095
C 0.3569 -0.1257 -0.6910 -0.168
C 0.4276 -0.2452 0.8314 -0.149
C -0.3495 -1.1473 -1.4595 -0.588
C 0.3069 1.1831 -1.5409 -0.593
C -0.4693 -1.1832 1.5532 -0.610
C 0.5201 1.1775 1.4176 -0.598
O 4.1299 -0.5654 1.2192 -0.654
O 3.8571 1.0143 -0.4435 -0.662
F 1.7138 -2.0088 -0.0621 -0.442
H -0.3085 -2.1901 -1.1071 0.221
H -0.0132 -1.0243 -2.5273 0.195
H -1.4829 -0.9280 -1.5115 0.170
H -0.2207 0.9922 -2.4802 0.194
H 1.2139 1.7033 -1.6157 0.226
H -0.3401 2.0278 -1.0500 0.180
H -0.3463 -2.1908 1.0288 0.223
H -1.5783 -0.9502 1.5491 0.191
H -0.1423 -1.3416 2.6081 0.202
H 0.6074 1.2032 2.4819 0.191
H -0.5059 1.7311 1.1260 0.181
H 1.5117 1.6485 1.1214 0.233

=====

29
Properties=species:S:1:pos:R:3:mulliken_spin:R:1 method="wB97M-V/def2-TZVPD" energy_ha=-2177.54862 orbital_gap_ha="0.140 / 0.139" e_above_lowest_kj_mol=844.53 homo_energy_ev="0.845 / 0.871" multiplicity=5 charge=-2
Fe 1.0137 20.6767 4.9378 3.778
C 2.8578 21.5335 6.5629 -0.010
O 2.9325 21.4831 5.2510 0.058
O 1.5815 21.5744 6.9234 0.057
O 3.4787 20.6458 7.2644 0.009
C -0.1715 18.7232 6.1585 -0.010
O -0.4745 18.8750 7.4052 0.009
O -0.7059 19.5395 5.2748 0.069
O 1.1443 18.8066 6.0106 0.058
C 3.7054 18.7963 2.7938 -0.001
C 2.3182 19.1452 2.3602 -0.016
O 1.6604 19.8623 3.0676 0.013
C 1.7684 18.5316 1.0971 -0.001
H 4.2610 18.1440 2.1108 0.000
H 3.6257 18.2268 3.7248 -0.002
H 4.3494 19.6542 2.9825 -0.001
H 2.5209 18.3053 0.3399 -0.001
H 0.9831 19.1502 0.6671 -0.001
H 1.3548 17.5510 1.3547 -0.001
C -0.5167 24.5665 5.1429 -0.005
C -0.6180 23.4730 4.0997 -0.018
O -0.0059 22.4536 4.2547 0.020
C -1.3816 23.8029 2.8465 -0.003
H 0.3775 25.1703 4.9585 0.000
H -0.4276 24.1529 6.1451 0.000
H -1.3377 25.2799 5.0345 0.000
H -0.7786 24.4460 2.1958 -0.001
H -2.2753 24.4188 2.9767 -0.001
H -1.6761 22.9090 2.2989 0.000

=====

29
Properties=species:S:1:pos:R:3:nbo_charge:R:1 method="wB97M-V/def2-TZVPD" energy_ha=-2149.42630 orbital_gap_ha=0.375 e_above_lowest_kj_mol=0.00 homo_energy_ev=-13.397 multiplicity=1 charge=+1
Lu 0.4201 -0.1359 0.0813 2.156
O -0.7608 -3.7200 2.0752 -0.597
C -0.6168 -2.4468 1.8154 0.849
O -0.6799 -1.9759 0.6836 -0.691
C -0.4338 -1.6100 3.0585 -0.182
O 0.1524 -0.3517 2.7749 -0.520
C 1.5808 -0.2241 3.0811 -0.150
C 2.1090 -0.3140 1.6754 0.700
O 2.0059 -1.4206 1.1006 -0.685
O 2.1066 0.7761 0.9800 -0.740
H -0.9535 -4.1697 1.2342 0.520
H 0.1197 -2.1680 3.8108 0.237
H -1.4408 -1.4291 3.4431 0.259
H 1.9260 -1.0227 3.7312 0.218
H 1.7406 0.7518 3.5223 0.240
C 0.8196 1.8851 -2.2285 -0.632
C -0.5389 1.2119 -2.2403 0.152
C -1.3246 1.3820 -3.5102 -0.645
O -0.2604 -0.2638 -2.0187 -0.817
C -1.3821 1.7193 -1.0377 0.753
O -2.1608 2.6081 -1.1910 -0.525
O -1.0992 1.1490 0.1591 -0.887
H 1.3973 1.5746 -3.0981 0.241
H 1.4485 1.6831 -1.3537 0.203
H 0.6777 2.9659 -2.2376 0.270
H -0.7071 1.1212 -4.3744 0.218
H -1.6383 2.4180 -3.5999 0.278
H -2.2182 0.7583 -3.4962 0.241
H -0.2888 -0.7520 -2.8405 0.536

=====

23
Properties=species:S:1:pos:R:3:mulliken_spin:R:1 method="wB97M-V/def2-TZVPD" energy_ha=-496.58102 orbital_gap_ha="0.210 / 0.293" e_above_lowest_kj_mol=3.71 homo_energy_ev="-5.091 / -9.484" multiplicity=3
C 2.7779 -0.1315 -0.3623 0.001
C -1.5000 -1.2063 -0.0384 0.198
C -1.3371 -0.0539 -0.9111 0.526
C -1.2532 0.7378 0.1706 0.563
C 3.2247 -1.4903 -0.6016 0.002
C -0.9217 0.0676 -2.3613 -0.004
C -1.0252 2.1446 0.5480 0.056
C -1.1071 -0.2270 2.4258 0.015
N 2.2194 0.7747 0.1258 0.001
N -1.7297 -0.2956 1.0919 0.357
O -1.4183 -2.3859 -0.0643 0.154
H 3.2497 -2.0301 0.3560 0.000
H 4.3007 -1.5388 -0.8055 0.000
H 2.6323 -1.8959 -1.3526 -0.001
H 0.0499 -0.6138 -2.5092 0.042
H -0.5602 1.0367 -2.6427 -0.007
H -1.7438 -0.1625 -2.9822 0.028
H 0.0002 2.3274 0.7337 0.034
H -1.5973 2.6226 1.3323 0.015
H -1.3738 2.7717 -0.3660 0.007
H -0.0147 -0.3597 2.3849 0.013
H -1.3168 0.8007 2.7524 0.003
H -1.5560 -0.8926 3.0757 -0.004